#1
This record from the OMol25 dataset describes an isolated molecule of C3H5NS3. The level of theory is ωB97M-V/def2-TZVPD.

## Properties
HOMO energy ... -8.87 eV
SMILES ... S=CCN(S)C=S
LUMO level ... -0.024 Ha
Orbital gap ... 8.222 eV

ORCA input file:
```
! RIJCOSX wB97M-V def2-TZVPD def2/J DEFGRID3
* xyz 0 1
C 0.40619 -0.34038 0.74838
C 1.35559 -0.83793 -0.28708
C -1.75924 0.05751 -0.25457
H 0.61529 2.12469 -1.12355
H 0.97153 0.17542 1.51910
H -0.11046 -1.18587 1.15904
H 0.90618 -1.38960 -1.12067
H -2.39691 0.85192 -0.62203
N -0.57755 0.55096 0.15493
S -0.14806 2.21059 -0.01432
S 2.96760 -0.74404 -0.10151
S -2.23018 -1.47330 -0.05773
*
```

#2
This record from the OMol25 dataset describes an isolated molecule of C3H5NS3. The level of theory is ωB97M-V/def2-TZVPD.

## Properties
HOMO energy (spin up / spin down) ... -6.95 / -9.13 eV
LUMO level (spin up / spin down) ... -0.028 / -0.003 Ha
Orbital gap (spin up / spin down) ... 6.177 / 9.056 eV

ORCA input file:
```
! RIJCOSX wB97M-V def2-TZVPD def2/J DEFGRID3
* xyz 0 1
C 1.27616 -0.04977 -0.94788
C 1.05263 -0.18274 0.59476
C -1.64563 -0.02057 0.26284
N 0.53494 -0.10293 -1.88179
S -0.46674 -1.00936 1.07372
S -1.51927 1.68825 0.19776
S -3.09001 -0.83989 -0.56133
H 2.30886 0.37510 -0.91517
H 1.87372 -0.66830 1.04989
H 1.25129 0.74299 1.05011
H -2.50993 1.67228 -0.82265
H -2.35684 -1.70369 -1.00448
*
```

#3
This record from the OMol25 dataset describes an isolated molecule of C3H5NS3. The level of theory is ωB97M-V/def2-TZVPD.

## Properties
HOMO energy ... -8.37 eV
SMILES ... S=C1NSCCS1
LUMO level ... 0.001 Ha
Orbital gap ... 8.384 eV

ORCA input file:
```
! RIJCOSX wB97M-V def2-TZVPD def2/J DEFGRID3
* xyz 0 1
C -1.00930 -0.23038 0.00489
C 2.23579 0.46696 0.20479
C 1.01410 1.28989 0.69526
H 0.06928 -1.98932 0.77062
H 2.82438 0.45009 1.12701
H 2.74646 0.92928 -0.73092
H 1.07490 2.51412 1.12873
H 0.53663 0.77028 1.66943
N -0.00926 -1.10953 0.23554
S -2.69463 -0.35370 0.11619
S 1.64045 -1.24142 -0.27644
S -0.23522 1.34096 -0.52996
*
```

#4
This record from the OMol25 dataset describes a structure of composition C3H5NS3. The level of theory is ωB97M-V/def2-TZVPD.

## Properties
HOMO energy ... -8.46 eV
LUMO level ... -0.040 Ha
Orbital gap ... 7.371 eV

ORCA input file:
```
! RIJCOSX wB97M-V def2-TZVPD def2/J DEFGRID3
* xyz 0 1
C -2.09528 1.18305 1.13457
C -0.12384 -0.29738 -0.19019
C 0.78822 -1.42591 -0.36253
H -2.91792 1.70368 1.98059
H -2.45910 1.83176 0.14132
H -0.73260 1.54210 1.43903
H 0.11814 -2.31783 -0.28483
H 3.93559 -1.14434 -1.69979
N 2.07995 -1.51313 -0.74180
S -1.60666 -0.54036 0.53463
S 0.15757 1.22462 -0.68325
S 2.85593 -0.24624 -1.26774
*
```

Preferred: #1; penalty for the next structure: 20.1 kcal/mol.

#1
This record from the OMol25 dataset describes a cluster of 2 separate species, C2H3O3PS in total. The level of theory is ωB97M-V/def2-TZVPD.

## Properties
HOMO energy ... 0.63 eV
LUMO level ... 0.219 Ha
Orbital gap ... 5.336 eV

ORCA input file:
```
! RIJCOSX wB97M-V def2-TZVPD def2/J DEFGRID3
* xyz -2 1
C -3.57599 -0.83331 -0.10576
C -2.52240 -0.26514 -0.04087
O 1.90167 -0.60892 -1.23049
O 3.11226 1.16903 0.14960
O 2.21960 -0.96386 1.30519
P 1.87852 -0.04944 0.17136
S 0.19055 1.08652 0.51293
H -4.49765 -1.35290 -0.14841
H 2.86295 1.59488 -0.66885
H -1.56952 0.22315 0.05529
*
```

#2
This record from the OMol25 dataset describes a cluster of 2 separate species, C2H3O3PS in total. The level of theory is ωB97M-V/def2-TZVPD.

## Properties
HOMO energy ... 0.74 eV
LUMO level ... 0.209 Ha
Orbital gap ... 4.932 eV

ORCA input file:
```
! RIJCOSX wB97M-V def2-TZVPD def2/J DEFGRID3
* xyz -2 1
C -1.15920 -0.33433 -2.01462
C -1.58439 -0.59153 -0.67980
O 2.63513 2.14703 1.72721
O 1.50809 1.14812 3.75089
O 2.09716 -0.32928 1.80425
P 1.95247 1.02611 2.36456
S -2.74045 -1.47528 -1.95662
H -1.51374 0.61375 -2.32086
H -0.14305 -0.70083 -2.41613
H -1.05202 -1.50376 -0.25890
*
```

Preferred: #1; penalty for the next structure: 18.8 kcal/mol.

#1
This record from the OMol25 dataset describes a cluster of 2 separate species, C2H8N2 in total. The level of theory is ωB97M-V/def2-TZVPD.

## Properties
HOMO energy ... -9.01 eV
SMILES ... C=N.CN
LUMO level ... 0.028 Ha
Orbital gap ... 9.780 eV

ORCA input file:
```
! RIJCOSX wB97M-V def2-TZVPD def2/J DEFGRID3
* xyz 0 1
C 0.04584 -3.83327 -0.09145
N -0.28884 -5.31591 -0.04267
H -1.02364 -3.43844 -0.04469
H 0.73038 -3.61608 0.74717
H 0.72689 -3.63691 -0.94790
H -1.21155 -5.53081 -0.40216
H 0.39880 -5.89606 -0.47825
C 0.33577 6.45231 0.60689
N -0.10022 6.45086 -0.67104
H 1.23376 7.02343 1.07417
H -0.40324 5.79997 1.13217
H -0.44395 5.54091 -0.88225
*
```

#2
This record from the OMol25 dataset describes a cluster of 2 separate species, C2H8N2 in total. The level of theory is ωB97M-V/def2-TZVPD.

## Properties
HOMO energy ... -8.52 eV
SMILES ... C=CN.N
LUMO level ... 0.032 Ha
Orbital gap ... 9.390 eV

ORCA input file:
```
! RIJCOSX wB97M-V def2-TZVPD def2/J DEFGRID3
* xyz 0 1
N 2.05627 -1.04721 -2.31263
H 2.43460 -1.97699 -2.38445
H 2.18177 -0.49229 -3.14343
H 1.06116 -1.09902 -2.14322
C -0.33524 1.42046 1.75045
C -1.37463 0.85544 1.14694
N -1.51997 -0.53098 0.96697
H 0.46233 0.81118 2.17131
H -0.30278 2.47110 2.00725
H -2.20267 1.42589 0.74394
H -0.67224 -1.04678 1.16983
H -1.78860 -0.79080 0.02705
*
```

#3
This record from the OMol25 dataset describes a cluster of 2 separate species, C2H8N2 in total. The level of theory is ωB97M-V/def2-TZVPD.

## Properties
HOMO energy ... -9.99 eV
SMILES ... C=NC.N
LUMO level ... 0.041 Ha
Orbital gap ... 11.093 eV

ORCA input file:
```
! RIJCOSX wB97M-V def2-TZVPD def2/J DEFGRID3
* xyz 0 1
N 2.10938 -0.46640 -1.38186
H 1.80661 -1.08341 -2.13513
H 2.92158 -0.95225 -1.00729
H 1.39579 -0.64263 -0.67418
C -1.36576 0.62810 -0.26262
C -0.63764 -0.05863 1.78894
N -1.12690 -0.45284 0.69405
H -1.25474 0.27511 -1.30237
H -2.38338 1.02222 -0.11008
H -0.65342 1.43989 -0.18205
H -0.29256 0.98712 1.91169
H -0.51898 -0.69629 2.66090
*
```

Preferred: #2; penalty for the next structure: 6.9 kcal/mol.

#1
This record from the OMol25 dataset describes a cluster of 2 separate species, C2H8N2 in total. The level of theory is ωB97M-V/def2-TZVPD.

## Properties
HOMO energy ... -8.30 eV
SMILES ... C=CN.N
LUMO level ... 0.039 Ha
Orbital gap ... 9.353 eV

ORCA input file:
```
! RIJCOSX wB97M-V def2-TZVPD def2/J DEFGRID3
* xyz 0 1
N -2.17995 -1.49071 -0.13734
H -1.61278 -0.66148 -0.02005
H -1.59000 -2.18950 -0.57474
H -2.89871 -1.27755 -0.82064
C 1.11381 0.54904 -1.00474
C 0.83721 0.36088 0.28324
N 0.91729 1.22509 1.34194
H 1.12600 1.52680 -1.46406
H 1.22545 -0.26598 -1.70380
H 0.60025 -0.65626 0.56071
H 1.47100 2.06171 1.28289
H 0.99042 0.81797 2.25659
*
```

#2
This record from the OMol25 dataset describes a cluster of 2 separate species, C2H8N2 in total. The level of theory is ωB97M-V/def2-TZVPD.

## Properties
HOMO energy ... -9.24 eV
SMILES ... [H]/N=C/N.C
LUMO level ... 0.033 Ha
Orbital gap ... 10.134 eV

ORCA input file:
```
! RIJCOSX wB97M-V def2-TZVPD def2/J DEFGRID3
* xyz 0 1
C -1.94246 -1.29109 1.02256
H -0.91599 -0.93517 1.13946
H -2.07634 -2.14783 1.68251
H -2.58078 -0.48425 1.36335
H -2.01509 -1.67185 0.00988
N 0.72081 1.36485 -1.40451
C 1.51073 0.63184 -0.53763
N 2.33239 1.20985 0.24161
H 0.02853 0.90827 -1.98053
H 0.81855 2.36304 -1.50320
H 1.38346 -0.41171 -0.84426
H 2.73619 0.46405 0.81075
*
```

#3
This record from the OMol25 dataset describes a cluster of 2 separate species, C2H8N2 in total. The level of theory is ωB97M-V/def2-TZVPD.

## Properties
HOMO energy ... -9.50 eV
SMILES ... [H]/N=C/N.C
LUMO level ... 0.038 Ha
Orbital gap ... 10.535 eV

ORCA input file:
```
! RIJCOSX wB97M-V def2-TZVPD def2/J DEFGRID3
* xyz 0 1
C 5.13350 -1.65210 1.14067
H 5.68260 -1.09989 1.90168
H 4.10679 -1.38571 1.29579
H 5.59925 -1.34821 0.20030
H 5.21364 -2.72944 1.39009
N -4.35898 1.53686 -1.61872
C -3.41486 0.99993 -0.66935
N -3.36490 1.47257 0.56158
H -3.89283 1.62945 -2.51513
H -5.38054 1.34697 -1.61878
H -2.66724 0.27013 -1.07123
H -2.65642 0.95944 1.00310
*
```

Preferred: #2; penalty for the next structure: 7.3 kcal/mol.